Entry 1:
{"formula": "C2H2N4", "method": "the ωB97M-V functional and the def2-TZVPD basis", "max_force_ev_per_a": 6.9, "s_squared": 2.01, "lumo_ev": [0.29, -3.11], "multiplicity": 3, "relative_energy_kcal_mol": 89.4, "homo_ev": [-7.60, -10.38], "charge": 0, "homo_lumo_gap_ha": [0.29014, 0.26688], "elements": ["C", "C", "N", "N", "N", "N", "H", "H"], "positions_angstrom": [[-0.542514, -0.575011, -0.652497], [0.854462, 0.186968, 0.491683], [-1.705942, 0.204223, -0.790466], [-0.916848, 0.232196, -1.729424], [0.499450, 1.324145, 1.271290], [0.470670, 0.245125, 1.842679], [-0.507780, -1.669541, -0.739148], [1.848501, 0.051895, 0.305884]], "forces_ev_per_angstrom": [[5.7, -0.7, 3.9], [-4.7, -2.0, -2.7], [-3.3, 0.8, 2.2], [1.1, 1.4, -4.1], [-0.7, 0.8, 0.2], [-0.3, 0.1, 1.5], [-0.1, 0.4, 0.2], [2.4, -0.8, -1.2]], "lowdin_spin": [0.40, -0.03, 0.80, 0.83, 0.00, 0.00, 0.00, 0.00]}


Entry 2:
{"formula": "C2H2N4O2", "method": "the ωB97M-V functional and the def2-TZVPD basis", "max_force_ev_per_a": 10.4, "lumo_ev": -0.13, "smiles": "O=[N+]([O-])c1nc[nH]n1", "relative_energy_kcal_mol": 148.9, "homo_ev": -10.88, "charge": 0, "homo_lumo_gap_ha": 0.39484, "elements": ["O", "N", "O", "C", "N", "C", "N", "N", "H", "H"], "positions_angstrom": [[-1.150127, -2.170496, -0.207019], [-1.399584, -1.292872, 0.448713], [-2.302794, -1.189117, 1.227432], [-0.525854, -0.273867, 0.025474], [-0.525593, 1.081010, 0.498165], [0.576971, 1.485685, 0.059375], [1.321897, 0.450114, -0.556074], [0.538644, -0.663805, -0.617919], [1.330484, 2.272287, 0.427575], [2.135957, 0.301060, -1.305722]], "forces_ev_per_angstrom": [[0.5, -9.5, -4.3], [-2.1, 5.1, 1.9], [-0.7, 0.8, 1.5], [1.4, 4.3, 1.6], [-1.8, -3.1, 0.0], [6.2, 0.9, -0.3], [0.6, -1.6, -2.8], [0.3, 1.7, 0.7], [-2.2, -0.3, -0.8], [-2.2, 1.5, 2.6]], "mulliken_charge": [-0.49, 0.97, -0.60, 0.34, -0.39, -0.06, 0.01, -0.39, 0.28, 0.32]}


Entry 3:
{"formula": "C2H2N4O2", "method": "the ωB97M-V functional and the def2-TZVPD basis", "max_force_ev_per_a": 5.6, "lumo_ev": -0.90, "smiles": "O=c1nc(O)nn[nH]1", "relative_energy_kcal_mol": 84.8, "homo_ev": -10.33, "charge": 0, "homo_lumo_gap_ha": 0.34654, "elements": ["O", "C", "N", "C", "O", "N", "N", "N", "H", "H"], "positions_angstrom": [[-2.155588, -1.021945, 0.175618], [-1.146272, -0.480651, -0.058116], [-0.025891, -1.187227, -0.211036], [0.984089, -0.292084, -0.145640], [2.324525, -0.568058, 0.028242], [1.015670, 1.001567, 0.174782], [-0.069593, 1.632373, -0.035756], [-1.183039, 1.006050, -0.202410], [2.331812, -1.595241, 0.132530], [-2.075709, 1.505216, 0.141784]], "forces_ev_per_angstrom": [[-3.5, -0.9, 0.8], [-1.4, 1.3, -0.5], [4.8, 2.9, -0.8], [2.2, -2.7, 2.4], [-2.0, -4.9, -0.7], [-1.8, 2.7, -1.9], [-0.2, 2.3, 1.6], [-0.5, -1.9, 0.7], [0.5, 2.3, -0.4], [1.9, -1.0, -1.2]], "mulliken_charge": [-0.51, 0.41, -0.43, 0.59, -0.42, -0.13, -0.42, 0.18, 0.38, 0.34]}


Entry 4:
{"formula": "C2H2N4O2", "method": "the ωB97M-V functional and the def2-TZVPD basis", "max_force_ev_per_a": 4.1, "lumo_ev": -0.38, "smiles": "O=[N+]([O-])c1nc[nH]n1", "relative_energy_kcal_mol": 111.9, "homo_ev": -11.09, "charge": 0, "homo_lumo_gap_ha": 0.39355, "elements": ["O", "N", "O", "C", "N", "C", "N", "N", "H", "H"], "positions_angstrom": [[1.903975, 1.957690, 0.365175], [1.195398, 1.534734, -0.541263], [1.307506, 1.739170, -1.751683], [0.247806, 0.429245, -0.166268], [-0.465009, -0.290942, -0.978019], [-0.950726, -1.248174, -0.271636], [-0.649480, -0.972881, 1.013727], [0.100524, 0.137051, 1.095189], [-1.547952, -2.016861, -0.590806], [-1.142042, -1.269033, 1.825584]], "forces_ev_per_angstrom": [[-1.1, 0.0, -1.2], [0.8, -1.2, -0.7], [-0.3, 0.3, 1.8], [0.5, 1.9, 1.5], [0.7, -0.6, -4.0], [0.3, 2.0, 1.7], [-0.1, 0.2, 0.3], [0.3, -0.5, 0.7], [-1.3, -1.7, -0.6], [0.1, -0.5, 0.6]], "mulliken_charge": [-0.48, 0.86, -0.49, 0.36, -0.45, -0.13, 0.18, -0.56, 0.46, 0.26]}